{
  "formula": "C26H32BN8O2Ru",
  "method": "wB97M-V/def2-TZVPD",
  "total_charge": -2,
  "lumo_ev": [4.68, 4.68],
  "s_squared": 0.805,
  "spin_multiplicity": 2,
  "total_energy_ev": -46753.5170,
  "homo_energy_ev": [2.0, 0.3],
  "gap_ev": [2.67, 4.40],
  "elements": ["Ru", "C", "C", "N", "N", "C", "B", "N", "C", "C", "C", "N", "N", "C", "C", "C", "N", "H", "H", "H", "H", "H", "H", "H", "H", "H", "H", "C", "C", "O", "C", "C", "C", "N", "N", "C", "O", "C", "C", "C", "C", "C", "C", "H", "H", "H", "H", "H", "H", "H", "H", "H", "H", "H", "H", "C", "C", "C", "C", "C", "H", "H", "H", "H", "H", "H", "H", "H", "H", "H"],
  "positions_angstrom": [[-0.415, -0.252, -0.627], [-1.856, -3.880, -3.298], [-0.990, -3.382, -2.321], [-0.988, -2.058, -2.337], [-1.833, -1.669, -3.298], [-2.379, -2.751, -3.894], [-2.083, -0.198, -3.644], [-2.942, 0.444, -2.537], [-4.244, 0.791, -2.551], [-4.576, 1.252, -1.293], [-3.389, 1.149, -0.563], [-2.429, 0.666, -1.330], [-0.740, 0.538, -3.712], [-0.397, 1.502, -4.590], [0.904, 1.878, -4.332], [1.286, 1.080, -3.255], [0.290, 0.283, -2.892], [-2.072, -4.900, -3.551], [-0.369, -3.921, -1.629], [-3.100, -2.660, -4.683], [-2.654, -0.121, -4.696], [-4.843, 0.698, -3.438], [-5.528, 1.617, -0.953], [-3.189, 1.408, 0.460], [-1.086, 1.861, -5.329], [1.491, 2.612, -4.848], [2.228, 1.053, -2.742], [-2.232, -3.636, 1.945], [-1.540, -2.280, 1.741], [-1.715, -1.706, 0.619], [-0.831, -1.790, 2.838], [0.005, -0.672, 2.943], [0.110, 0.005, 4.288], [0.627, 0.000, 1.909], [0.863, 1.308, 2.184], [0.754, 2.222, 1.205], [0.185, 2.007, 0.077], [1.284, 3.524, 1.555], [1.925, 3.744, 2.806], [2.476, 4.954, 3.128], [2.420, 6.032, 2.232], [1.781, 5.840, 0.996], [1.224, 4.631, 0.669], [-2.775, -3.892, 1.037], [-2.933, -3.595, 2.781], [-1.504, -4.421, 2.158], [-1.018, -2.313, 3.773], [-0.165, -0.689, 5.084], [-0.557, 0.870, 4.334], [1.121, 0.375, 4.460], [1.973, 2.917, 3.499], [2.985, 5.086, 4.083], [2.870, 6.989, 2.479], [1.745, 6.665, 0.285], [0.739, 4.492, -0.288], [1.451, -3.096, 1.354], [2.144, -1.813, 0.903], [3.296, -1.511, 1.881], [2.746, -2.060, -0.489], [1.254, -0.567, 0.771], [2.165, -3.922, 1.370], [0.641, -3.335, 0.668], [1.037, -2.979, 2.350], [3.992, -2.353, 1.942], [2.908, -1.314, 2.879], [3.847, -0.632, 1.548], [3.269, -3.021, -0.515], [3.455, -1.272, -0.735], [1.956, -2.053, -1.245], [1.925, 0.222, 0.382]],
  "atomic_forces_ev_per_a": [[-0.5, -0.3, -0.2], [-0.2, 0.0, -0.2], [0.1, 0.3, -0.1], [0.2, 0.2, 1.1], [-0.1, -0.6, -0.3], [0.1, 0.0, 0.1], [0.0, 0.0, 0.6], [-0.6, 0.2, -0.2], [-0.1, 0.0, 0.0], [-0.1, 0.1, -0.1], [0.0, 0.1, -0.1], [1.0, -0.6, 0.3], [0.3, 0.4, -0.6], [0.1, -0.2, 0.1], [0.0, 0.1, -0.2], [-0.2, -0.1, 0.0], [0.3, 0.4, 1.2], [0.0, -0.1, 0.0], [0.0, 0.0, 0.2], [-0.1, 0.2, -0.2], [-0.2, 0.0, -0.2], [0.0, -0.1, -0.2], [-0.1, 0.0, 0.0], [0.1, -0.1, 0.1], [-0.2, -0.1, -0.1], [0.1, 0.2, -0.1], [0.1, 0.0, 0.3], [0.2, 0.4, -0.3], [-0.1, -0.2, 1.4], [0.6, 0.9, -1.3], [-0.5, 0.0, -0.4], [0.1, 0.0, 0.7], [0.1, -0.2, -0.2], [-0.6, -0.2, 0.6], [1.0, 2.4, -0.1], [-1.1, -3.3, 0.7], [0.2, -0.3, -0.6], [0.7, 1.9, 0.6], [-0.5, -0.6, -0.7], [0.3, 1.0, 0.0], [-0.2, -0.3, -0.4], [0.6, 0.9, 0.7], [-0.3, -1.4, 0.1], [-0.1, 0.0, -0.1], [-0.1, 0.0, 0.1], [0.1, -0.1, 0.0], [0.1, -0.1, 0.1], [-0.1, -0.1, 0.0], [0.0, 0.2, 0.2], [0.1, 0.1, 0.1], [0.0, -0.1, -0.1], [-0.1, -0.1, -0.1], [0.0, -0.1, 0.0], [0.0, -0.1, 0.1], [0.0, -0.1, 0.0], [0.1, 0.1, 0.0], [0.3, 0.0, 0.2], [-0.2, -0.1, -0.1], [-0.2, 0.0, 0.2], [-0.6, -0.1, -2.8], [0.2, -0.1, -0.1], [-0.2, -0.1, -0.1], [0.0, -0.1, 0.0], [0.1, -0.1, 0.0], [-0.1, 0.0, 0.1], [0.1, 0.1, 0.0], [0.1, 0.0, 0.0], [0.1, 0.2, -0.1], [0.0, 0.0, 0.0], [-0.1, -0.2, 0.2]],
  "lowdin_spin": [0.104, 0.000, 0.002, 0.003, 0.000, 0.001, 0.000, 0.000, 0.000, 0.000, 0.001, 0.004, 0.000, 0.000, 0.000, 0.000, -0.001, 0.000, 0.000, 0.000, 0.000, 0.000, 0.000, 0.000, 0.000, 0.000, 0.000, 0.028, 0.184, 0.141, 0.023, 0.270, 0.044, 0.046, -0.036, 0.037, 0.040, 0.011, 0.016, 0.003, 0.028, 0.001, 0.018, 0.000, 0.007, 0.012, -0.002, 0.002, 0.016, 0.008, 0.001, 0.000, 0.003, -0.001, 0.002, 0.004, -0.004, 0.000, 0.000, -0.022, 0.000, 0.001, 0.002, 0.000, 0.002, 0.000, 0.000, 0.000, 0.000, 0.001]
}